# 1
Computed, not measured: a cluster of 12 separate species, C6H38N2O11 in total at a distorted geometry, with ωB97M-V with the def2-TZVPD basis set.

Geometry as XYZ:
```
57
Properties=species:S:1:pos:R:3:lowdin_charge:R:1
C 0.80268 2.73737 -0.68772 -0.077
C -0.70419 2.74913 -0.53142 -0.242
N -1.16635 1.45653 0.02882 -0.039
C -2.55672 1.10823 -0.38229 -0.392
C -2.77392 1.00524 -1.89595 -0.062
C -2.94669 -0.21354 0.29616 -0.158
C -2.15063 -1.41578 -0.21023 -0.289
N -2.47660 -2.62267 0.56334 -0.007
H 1.32394 3.22091 0.12675 0.075
H 1.26161 1.78056 -0.75170 0.044
H 1.11858 3.25562 -1.58026 0.074
H -1.17288 2.98925 -1.50419 0.097
H -1.03555 3.50962 0.18824 0.113
H -0.52691 0.69494 -0.18467 0.086
H -3.23593 1.87916 -0.02056 0.137
H -2.12215 0.23515 -2.40854 0.072
H -3.79613 0.70293 -2.11007 0.078
H -2.61871 2.01854 -2.37535 0.082
H -2.78823 -0.11596 1.42937 0.123
H -3.99565 -0.39655 0.10206 0.113
H -2.36178 -1.54722 -1.26973 0.096
H -1.04767 -1.28051 -0.06178 0.097
H -2.12531 -3.46284 0.11699 0.072
H -3.50628 -2.70184 0.66137 0.096
O 1.63930 0.97189 -3.32904 -0.043
H 1.18518 1.62934 -2.81605 0.003
H 0.97518 0.26837 -3.45156 0.011
O 0.04538 -3.12139 -1.54594 -0.109
H 0.51021 -3.93388 -1.85182 0.086
H 0.44866 -2.98194 -0.62684 0.002
O 3.95517 2.48986 3.07094 -0.090
H 4.01485 1.67248 2.51162 -0.012
H 3.34094 3.01817 2.58886 -0.008
O 5.12079 -0.76856 -0.17478 -0.057
H 5.26878 -1.71115 -0.15494 0.054
H 4.38198 -0.70377 -0.82328 0.022
O -0.97432 0.23027 3.26101 -0.079
H -0.29207 0.79684 3.71013 0.113
H -0.77310 0.47904 2.31844 0.061
O -0.42160 -2.36785 2.73661 -0.078
H -1.20554 -2.63783 2.22085 0.022
H -0.54541 -1.46137 3.07940 0.007
O 3.66473 0.09735 1.89408 -0.081
H 3.76972 -0.54100 2.61257 0.064
H 4.32285 -0.13025 1.18955 0.013
O -0.10744 -1.16474 -3.38515 -0.061
H -0.08719 -1.83381 -2.67385 -0.007
H -0.92181 -1.34738 -3.84746 0.052
O -2.77796 2.29286 2.99238 -0.055
H -2.20378 2.44222 2.23185 0.004
H -2.42680 1.47777 3.32115 -0.025
O 2.68861 -0.63234 -1.42338 -0.055
H 2.46115 0.00440 -2.12958 0.013
H 2.13222 -1.40242 -1.60518 0.039
O 1.28071 -2.55574 0.63910 -0.045
H 1.46750 -1.61975 0.52332 0.039
H 0.66453 -2.54194 1.39838 0.013
```

## Properties
energy	-1188.5825	Eh
spin multiplicity	1
SMILES	CCN[C@@H](C)CCN.O.O.O.O.O.O.O.O.O.O.O

=====

# 2
Computed, not measured: a cluster of 2 separate species, C4H4I2O in total at a distorted geometry, with ωB97M-V with the def2-TZVPD basis set.

Geometry as XYZ:
```
11
Properties=species:S:1:pos:R:3:lowdin_charge:R:1
C -1.18999 0.40241 1.60406 -0.124
C -0.87396 0.70427 0.19014 -0.800
O -1.45032 0.38163 -0.83721 -0.013
I 0.78796 2.17617 -0.01060 0.697
H -2.12554 -0.08610 1.99186 0.110
H -1.01972 1.34909 2.12327 0.052
H -0.37349 -0.29657 1.82939 0.063
C 1.26688 -1.02571 -2.55051 -0.009
C 1.59012 -1.22976 -1.41282 -0.686
I 2.59558 -1.57499 0.44196 0.738
H 0.79248 -0.80044 -3.36955 -0.028
```

## Properties
energy	-825.3276	Eh
spin multiplicity	1
SMILES	CC(=O)I.C#CI

=====

# 3
Computed, not measured: a cluster of 9 separate species, C61H139N9O9 in total at a distorted geometry, with ωB97M-V with the def2-TZVPD basis set.

Geometry as XYZ:
```
218
Properties=species:S:1:pos:R:3:lowdin_charge:R:1
C 0.69052 -6.10945 -1.05752 -0.040
C -0.69490 -5.78702 -1.55760 -0.510
C -1.52207 -5.19203 -0.47017 -0.021
C -0.53883 -4.93558 -2.77760 -0.166
C -1.77374 -4.93231 -3.64463 -0.178
C -2.19543 -6.36262 -4.00609 -0.132
C -2.52232 -7.18193 -2.75360 -0.516
C -3.76614 -6.66565 -2.05464 -0.027
C -2.83149 -8.62454 -3.13766 -0.044
N -1.18392 -7.17703 -2.08018 -0.052
O -1.19138 -8.14401 -0.99623 -0.061
H 0.63710 -6.91325 -0.27383 0.102
H 1.25602 -6.48984 -1.84974 0.061
H 1.18106 -5.20217 -0.65721 0.087
H -1.71755 -5.99013 0.20901 0.094
H -0.95588 -4.47066 0.08389 0.073
H -2.31942 -4.66048 -0.87700 0.048
H -0.11578 -3.94405 -2.44098 0.126
H 0.31373 -5.29256 -3.39735 0.123
H -2.56117 -4.50435 -3.02402 0.085
H -1.79338 -4.34266 -4.57452 0.113
H -1.38797 -6.82029 -4.59551 0.129
H -3.03491 -6.29529 -4.64413 0.105
H -3.99035 -5.59182 -2.12312 0.081
H -3.76343 -7.00849 -1.06517 0.070
H -4.62838 -7.12739 -2.51160 0.081
H -3.05648 -9.16684 -2.22026 0.084
H -1.96171 -9.06682 -3.60649 0.083
H -3.64095 -8.68687 -3.83852 0.080
H -0.57894 -8.80630 -1.38189 0.117
C -5.48916 2.16597 -5.78052 -0.035
C -4.15900 1.50339 -6.10377 -0.566
C -4.24223 1.13879 -7.56169 -0.059
C -2.96362 2.48881 -5.98218 -0.135
C -2.52256 2.68608 -4.51469 -0.171
C -2.23651 1.33253 -3.81318 -0.123
C -3.41669 0.36026 -3.93989 -0.535
C -2.91814 -1.03684 -3.54821 -0.038
C -4.44854 0.74311 -2.92129 -0.040
N -3.88648 0.29327 -5.32084 -0.060
O -5.05382 -0.60665 -5.39105 -0.043
H -5.41902 3.17730 -6.18718 0.082
H -6.39197 1.67520 -6.18249 0.091
H -5.65699 2.34206 -4.69822 0.079
H -5.15399 0.57202 -7.71106 0.074
H -4.22764 2.13311 -8.04140 0.089
H -3.32974 0.58832 -7.96537 0.111
H -2.06439 2.10645 -6.55608 0.130
H -3.27763 3.41194 -6.56645 0.132
H -1.66866 3.39984 -4.44692 0.107
H -3.35696 3.25591 -4.01643 0.113
H -1.95149 1.39953 -2.77656 0.087
H -1.34451 1.00211 -4.36745 0.119
H -2.16273 -1.41151 -4.28149 0.090
H -3.76525 -1.70450 -3.43638 0.079
H -2.38496 -1.12376 -2.60776 0.060
H -5.37895 0.26494 -3.12924 0.078
H -4.58028 1.83027 -2.79477 0.085
H -4.17071 0.40180 -1.90350 0.081
H -4.75651 -1.31129 -6.04218 0.133
C 3.23133 4.53931 -1.91424 -0.038
C 1.79112 5.04994 -1.81896 -0.501
C 1.50932 5.81610 -3.13327 -0.025
C 0.79945 3.88345 -1.67829 -0.146
C -0.57411 4.26501 -1.15679 -0.166
C -0.33002 5.12704 0.09453 -0.146
C 0.44224 6.40766 -0.13199 -0.504
C -0.34125 7.31052 -1.08943 -0.021
C 0.67388 7.09190 1.20507 -0.039
N 1.78315 5.94107 -0.65415 -0.099
O 2.55019 7.06516 -0.94707 -0.048
H 3.97790 5.35452 -2.06727 0.097
H 3.48527 4.07647 -0.94762 0.078
H 3.34505 3.83159 -2.69803 0.070
H 2.26062 5.56650 -3.86525 0.073
H 0.53730 5.58764 -3.53296 0.066
H 1.62909 6.91599 -3.04191 0.086
H 0.72132 3.38438 -2.67275 0.130
H 1.27258 3.23086 -0.95864 0.087
H -1.08484 4.92222 -1.81836 0.078
H -1.14789 3.35267 -0.96647 0.099
H 0.25198 4.45295 0.75606 0.119
H -1.30067 5.33907 0.60429 0.133
H -0.76838 6.77583 -1.95442 0.069
H 0.24202 8.03634 -1.62844 0.071
H -1.14771 7.75758 -0.45486 0.105
H -0.25638 7.24404 1.78011 0.086
H 1.06772 8.08202 1.15995 0.067
H 1.37080 6.52895 1.86524 0.090
H 3.37592 7.10038 -0.41183 0.130
C 7.91659 4.48000 3.10591 -0.045
C 6.76341 3.46761 2.84301 -0.559
C 6.68055 3.22466 1.35805 -0.033
C 6.98771 2.25915 3.68582 -0.128
C 5.72055 1.29734 3.78495 -0.135
C 4.55740 2.14216 4.39950 -0.137
C 4.28587 3.45464 3.63547 -0.481
C 3.54653 3.07244 2.34261 -0.020
C 3.41587 4.40528 4.45627 -0.024
N 5.59669 4.18488 3.43812 -0.062
O 5.37520 5.43387 2.69175 -0.047
H 7.84689 5.41814 2.49299 0.099
H 7.85716 4.68998 4.17107 0.078
H 8.92356 4.09632 3.04919 0.076
H 6.24841 4.13803 0.93793 0.083
H 7.74650 3.06884 1.07376 0.097
H 6.15282 2.31497 1.00443 0.080
H 7.81170 1.68487 3.25393 0.123
H 7.25654 2.63572 4.67748 0.118
H 5.39228 1.05736 2.78375 0.059
H 5.98451 0.34159 4.32010 0.123
H 4.80166 2.39284 5.47704 0.134
H 3.61944 1.59129 4.40537 0.090
H 2.64903 2.50105 2.59782 0.077
H 4.15583 2.38349 1.71067 0.073
H 3.17392 3.88165 1.77539 0.056
H 3.29120 5.27324 3.84330 0.064
H 3.93179 4.72707 5.32206 0.074
H 2.43315 4.07635 4.75761 0.064
H 5.78016 6.04406 3.30933 0.090
C -6.30472 -2.37705 2.77460 -0.009
C -5.28174 -3.50605 2.43134 -0.465
C -5.86488 -4.92328 2.54519 -0.049
C -4.61086 -3.37142 1.03233 -0.144
C -3.75193 -2.15136 0.85997 -0.184
C -2.65504 -2.20290 1.91426 -0.136
C -3.20049 -2.33500 3.34427 -0.479
C -1.97001 -2.57806 4.29148 -0.022
C -3.79423 -0.96315 3.81967 -0.028
N -4.17174 -3.43734 3.41656 -0.093
O -4.69217 -3.57049 4.76129 -0.032
H -6.31261 -1.54009 2.10760 0.067
H -7.37538 -2.71119 2.88424 0.101
H -6.09563 -1.97419 3.71175 0.032
H -6.50145 -5.05690 1.64517 0.082
H -5.15999 -5.79430 2.50182 0.095
H -6.51762 -5.09223 3.42611 0.082
H -3.97577 -4.17858 0.82686 0.079
H -5.46185 -3.44219 0.29620 0.141
H -3.36166 -2.06567 -0.19195 0.118
H -4.35885 -1.30921 1.07700 0.080
H -2.05692 -1.31501 1.95676 0.070
H -1.96247 -3.07782 1.63399 0.134
H -1.51948 -3.51932 3.91097 0.089
H -2.22707 -2.74779 5.32662 0.073
H -1.22846 -1.83249 4.06009 0.066
H -4.34773 -0.43990 3.12697 0.036
H -2.91769 -0.28692 3.98731 0.074
H -4.41636 -1.09331 4.73882 0.097
H -4.15219 -4.23201 5.20142 0.097
C 0.70076 1.26968 5.80472 -0.057
O 0.05853 1.94731 4.67573 -0.242
C -0.64140 3.19028 5.02925 -0.204
C -1.50939 3.63944 3.90509 -0.424
C -2.38941 4.81540 4.36448 -0.054
N -2.36243 2.48599 3.48315 0.045
H 0.86355 0.22198 5.56957 0.075
H -0.00326 1.29606 6.65093 0.087
H 1.65066 1.83395 5.89212 0.080
H -1.24495 3.12174 5.95985 0.134
H 0.12554 3.99126 5.13426 0.120
H -0.91338 3.89113 2.99986 0.132
H -2.99519 5.21423 3.55774 0.074
H -1.71166 5.65374 4.59330 0.083
H -2.99213 4.58915 5.21284 0.066
H -1.81340 1.63676 3.49668 0.019
H -3.08046 2.28855 4.16840 0.063
C 0.83443 -1.69501 -4.72882 -0.074
O 2.26782 -1.79804 -4.67263 -0.168
C 2.65577 -2.54517 -3.50545 -0.193
C 4.14873 -2.89279 -3.43311 -0.417
C 4.44437 -3.36772 -2.06668 -0.074
N 4.99174 -1.69310 -3.71471 0.056
H 0.35663 -2.67300 -4.70898 0.080
H 0.53078 -1.21733 -5.61577 0.075
H 0.60248 -1.10129 -3.87700 0.050
H 2.49468 -1.89501 -2.64868 0.082
H 2.07192 -3.44626 -3.23203 0.122
H 4.35662 -3.68387 -4.10731 0.119
H 4.25785 -4.43001 -1.82781 0.095
H 3.90411 -2.82661 -1.36027 0.037
H 5.48529 -3.26255 -1.75295 0.088
H 4.78856 -1.24453 -4.61211 0.077
H 5.91664 -2.04864 -3.73340 0.050
C 2.78576 -3.79131 5.54870 -0.101
O 2.35917 -3.25214 4.31916 -0.182
C 3.25554 -2.41362 3.65709 -0.260
C 2.66269 -1.92744 2.39197 -0.434
C 2.47184 -3.11176 1.42762 -0.035
N 3.71707 -1.04727 1.82741 0.054
H 2.22014 -4.70770 5.74623 0.090
H 2.61464 -3.14195 6.38872 0.075
H 3.83893 -4.05348 5.50092 0.084
H 3.52712 -1.48752 4.29913 0.145
H 4.20555 -2.90617 3.51601 0.119
H 1.75838 -1.30892 2.54891 0.117
H 1.91700 -3.93724 1.84101 0.068
H 3.54736 -3.45842 1.34452 0.105
H 2.08475 -2.72023 0.49331 0.053
H 3.73799 -0.17878 2.35027 0.035
H 3.53940 -0.80203 0.83688 0.075
C 2.37263 0.48723 -1.86258 -0.118
O 1.75035 -0.37540 -0.98783 -0.210
C 0.33967 -0.40236 -1.01956 -0.171
C -0.26310 0.70807 -0.10436 -0.386
C 0.19853 0.44343 1.28676 -0.062
N -1.75315 0.67190 -0.01758 0.082
H 3.07990 0.05717 -2.53988 0.063
H 2.97032 1.30434 -1.39349 0.091
H 1.58172 1.06177 -2.42003 0.099
H -0.05338 -0.35478 -2.04778 0.094
H 0.11809 -1.41033 -0.67449 0.120
H 0.16709 1.66781 -0.36461 0.094
H -0.25304 1.06454 2.04445 0.059
H 1.27538 0.45618 1.47767 0.071
H -0.19684 -0.58640 1.43709 0.080
H -2.38190 0.93411 -0.78458 0.047
H -2.04175 1.01612 0.89970 0.063
```

## Properties
energy	-3577.1578	Eh
spin multiplicity	1
SMILES	CC1(C)CCCC(C)(C)N1O.CC1(C)CCCC(C)(C)N1O.CC1(C)CCCC(C)(C)N1O.CC1(C)CCCC(C)(C)N1O.CC1(C)CCCC(C)(C)N1O.COC[C@H](C)N.COC[C@H](C)N.COC[C@H](C)N.COC[C@H](C)N

=====

So what do the calculations give for highest occupied orbital energy? Going down the list: -9.72 -9.49 -8.18 eV.
So what do the calculations give for HOMO-LUMO gap? Going down the list: 9.828 9.245 8.744 eV.
So what do the calculations give for energy above the lowest of the compared OMol25 structures with the same formula, charge and spin? Going down the list: 1.0792 1.7719 3.8561 eV.